1.
Molecular formula: C39H54BN2O17
Method: DFT, ωB97M-V with the def2-TZVPD basis set

- F_max: 0.10308 Eh/bohr
- Charge: +1
- HOMO level: -0.4045 hartree
- E_LUMO: -5.1 eV

Each line ends with the Löwdin charge.
Element x y z (Å)
O (-5.30, 1.97, 2.64)  0.1083
O (2.21, -2.52, 1.66)  0.0932
O (1.97, -6.20, -0.87)  0.0427
O (2.96, -9.04, 1.57)  0.1003
O (0.81, -0.23, -7.03)  0.1084
O (-1.14, 9.61, 1.87)  0.1020
O (0.61, -2.26, -5.48)  0.1037
O (-4.29, 5.22, 4.85)  0.1133
O (1.89, 2.01, 0.12)  -0.0055
O (0.85, 3.67, 1.28)  0.0959
O (-2.33, 4.78, 3.79)  0.0202
O (-5.91, 2.12, 0.46)  0.0270
O (3.98, -3.87, 1.21)  -0.0081
O (-1.47, -1.30, -6.48)  0.1056
O (-2.23, 8.55, 3.55)  0.0257
O (1.36, -10.49, 2.27)  0.0277
O (0.05, -7.40, -1.03)  0.1140
N (4.63, 1.17, -3.26)  0.0718
N (-0.62, 1.75, -6.83)  0.1231
C (3.48, -3.50, 3.48)  -0.0721
C (-6.60, 1.28, -0.47)  -0.1625
C (0.70, 2.67, -4.21)  -0.0470
C (0.57, -11.52, 1.64)  -0.1659
C (0.64, -6.35, -1.12)  -0.4703
C (0.47, 0.96, -6.29)  -0.1293
C (-1.01, 4.73, -4.09)  0.0009
C (1.78, 1.77, 2.46)  -0.0646
C (1.19, 1.36, -4.96)  -0.0010
C (-0.49, 3.46, -4.86)  -0.0825
C (-6.33, 0.08, 1.54)  -0.0730
C (-1.16, 9.18, 3.00)  -0.4822
C (3.13, -3.21, 2.04)  -0.4736
C (3.72, 1.36, -4.20)  -0.2139
C (-1.96, 8.26, 4.92)  -0.1565
C (-0.05, 9.30, 4.00)  -0.0846
C (1.31, 3.18, -2.87)  0.0171
C (1.24, -4.19, -1.82)  -0.1623
C (4.88, -4.04, 3.36)  -0.1545
C (2.84, 0.83, 1.90)  -0.1543
C (-6.40, -0.13, 0.04)  -0.1649
C (0.83, 4.48, -2.12)  0.0441
C (-0.37, 5.25, -2.78)  -0.0054
C (2.46, 0.74, 0.44)  -0.1623
C (-1.95, 4.53, 2.43)  -0.1656
C (-3.69, 4.91, 3.86)  -0.4679
C (1.45, 2.62, 1.26)  -0.4586
C (-1.13, 2.96, -6.19)  0.0910
C (2.38, 0.46, -4.32)  -0.1025
C (-0.45, 8.27, 5.04)  -0.1612
C (4.88, -4.67, 1.99)  -0.1390
C (-5.77, 1.47, 1.64)  -0.4555
C (1.84, -10.45, -0.04)  -0.0826
C (-3.19, 3.96, 1.77)  -0.1645
C (0.02, -5.02, -1.47)  -0.0779
C (2.32, -4.82, -0.96)  -0.1558
C (2.13, -9.88, 1.33)  -0.4764
C (0.51, -11.14, 0.18)  -0.1631
C (-4.30, 4.67, 2.50)  -0.0825
B (-0.01, -1.26, -6.35)  -0.5300
H (5.38, 1.86, -3.44)  0.0528
H (-2.43, 9.04, 5.54)  0.1320
H (-7.18, -0.82, -0.28)  0.1214
H (-1.07, 1.44, -7.71)  0.1768
H (-0.66, -5.12, -2.32)  0.1271
H (0.88, 1.23, 2.77)  0.1422
H (-0.04, 10.31, 4.41)  0.1352
H (0.48, -1.88, -4.57)  0.1121
H (-0.10, 8.50, 6.05)  0.1200
H (2.78, -4.24, 3.87)  0.1423
H (-0.42, -11.55, 2.10)  0.1263
H (1.11, -3.12, -1.63)  0.1095
H (3.82, 1.30, 2.00)  0.1275
H (2.87, -0.13, 2.40)  0.1030
H (5.87, -4.66, 1.53)  0.1325
H (-7.65, 1.57, -0.49)  0.1318
H (1.71, -0.04, 0.26)  0.1234
H (1.36, 4.79, -1.16)  0.1102
H (0.91, 9.06, 3.55)  0.1267
H (-0.30, -10.42, 0.02)  0.1195
H (3.94, 2.20, -4.96)  0.1344
H (4.50, -5.70, 2.00)  0.1389
H (0.34, -11.99, -0.48)  0.1189
H (-4.55, 5.63, 2.05)  0.1394
H (-1.89, 5.31, -4.53)  0.1102
H (1.77, -9.66, -0.78)  0.1169
H (3.32, 0.55, -0.19)  0.1250
H (2.17, 2.62, -2.36)  0.0925
H (3.30, -4.72, -1.41)  0.1352
H (5.60, -3.22, 3.39)  0.1228
H (-0.05, 7.29, 4.76)  0.1197
H (-6.18, 1.41, -1.47)  0.1242
H (2.34, -4.40, 0.04)  0.0924
H (1.07, -12.48, 1.80)  0.1277
H (-5.19, 4.05, 2.58)  0.0999
H (-0.50, -4.63, -0.60)  0.1358
H (-1.12, 3.82, 2.41)  0.0968
H (-5.44, -0.52, -0.32)  0.1193
H (-3.25, 2.89, 1.95)  0.1046
H (3.45, -2.59, 4.08)  0.1283
H (5.15, -4.75, 4.15)  0.1257
H (-0.81, 6.19, -2.31)  0.1112
H (-2.01, 3.46, -6.71)  0.1482
H (2.17, 2.38, 3.27)  0.1357
H (-1.79, -0.80, -5.69)  0.1216
H (-5.67, -0.65, 2.01)  0.1323
H (-3.21, 4.12, 0.69)  0.1165
H (2.03, 0.12, -3.28)  0.1319
H (2.55, -0.49, -4.97)  0.1297
H (2.62, -11.17, -0.30)  0.1346
H (1.48, -4.32, -2.88)  0.1171
H (-7.32, 0.06, 2.00)  0.1400
H (-1.63, 5.47, 1.98)  0.1285
H (-2.38, 7.29, 5.19)  0.1153

---

2.
Molecular formula: C11H40F2InNO15S2
Method: DFT, ωB97M-V with the def2-TZVPD basis set

- F_max: 0.15011 Eh/bohr
- Charge: +1
- HOMO level (alpha / beta): -0.4237 / -0.4237 hartree
- 2S+1: 2
- E_LUMO (alpha / beta): -2.8 / -9.0 eV

Each line ends with the Mulliken spin population.
Element x y z (Å)
In (-26.71, -15.80, 29.62)  0.0009
S (-27.09, -11.78, 29.07)  0.0027
S (-25.38, -12.60, 27.72)  0.0027
F (-27.70, -12.33, 30.44)  0.0001
F (-25.03, -14.06, 27.03)  -0.0020
O (-25.10, -11.77, 23.26)  0.0007
O (-26.17, -10.70, 29.44)  -0.0002
O (-30.82, -8.47, 29.50)  0.0169
O (-21.81, -10.85, 28.83)  0.0001
O (-27.59, -11.02, 24.45)  0.0167
O (-24.19, -18.02, 25.62)  0.0013
O (-23.90, -16.32, 28.60)  0.9301
O (-29.06, -7.30, 27.90)  0.7767
O (-25.84, -11.80, 26.57)  -0.0018
O (-25.11, -14.05, 31.59)  -0.0001
O (-23.32, -11.81, 32.68)  0.0000
O (-21.52, -18.25, 28.18)  -0.8954
O (-28.30, -11.36, 28.41)  0.0026
O (-29.72, -15.20, 28.85)  0.0010
O (-24.09, -12.33, 28.31)  -0.0008
N (-26.57, -13.17, 28.73)  -0.0012
C (-30.52, -14.25, 28.21)  0.0001
C (-23.89, -16.75, 25.28)  0.0116
C (-28.56, -10.06, 24.84)  0.0116
C (-30.88, -9.67, 30.20)  0.0003
C (-20.83, -11.62, 28.18)  -0.0001
C (-23.86, -11.33, 23.83)  0.0001
C (-25.80, -13.81, 32.84)  -0.0002
C (-27.93, -8.17, 28.18)  0.0473
C (-22.49, -15.89, 28.62)  0.0032
C (-21.40, -17.01, 28.81)  -0.0081
C (-24.04, -10.82, 31.98)  0.0000
H (-25.06, -13.69, 33.63)  0.0000
H (-23.44, -10.37, 23.53)  0.0000
H (-22.24, -15.24, 27.78)  0.0104
H (-20.02, -11.03, 27.74)  0.0000
H (-26.27, -12.84, 32.70)  0.0001
H (-27.72, -8.82, 27.32)  0.0649
H (-24.45, -16.11, 25.95)  -0.0076
H (-20.25, -12.31, 28.80)  0.0000
H (-23.14, -12.14, 23.73)  0.0001
H (-31.34, -13.83, 28.79)  0.0000
H (-23.90, -11.30, 24.92)  0.0000
H (-24.59, -13.30, 31.29)  0.0001
H (-22.57, -11.43, 28.82)  0.0005
H (-26.55, -14.55, 33.11)  0.0000
H (-29.84, -13.40, 28.11)  -0.0001
H (-29.23, -9.75, 24.04)  -0.0007
H (-27.12, -7.46, 28.34)  0.0828
H (-25.83, -11.22, 23.56)  0.0001
H (-29.76, -7.53, 28.51)  -0.0121
H (-28.21, -8.71, 29.08)  -0.0124
H (-21.31, -12.18, 27.38)  0.0002
H (-31.91, -9.97, 30.39)  0.0004
H (-27.06, -11.25, 25.22)  0.0000
H (-28.10, -9.15, 25.24)  0.0040
H (-23.41, -10.21, 31.33)  0.0000
H (-22.49, -15.26, 29.51)  0.0562
H (-25.04, -11.11, 31.64)  0.0000
H (-22.78, -11.45, 33.39)  0.0000
H (-24.24, -18.42, 24.75)  -0.0001
H (-24.33, -10.15, 32.79)  0.0000
H (-20.36, -16.79, 28.56)  -0.0463
H (-29.10, -10.30, 25.75)  -0.0027
H (-21.33, -17.32, 29.85)  -0.0575
H (-31.73, -8.28, 29.29)  -0.0009
H (-24.00, -16.45, 24.23)  -0.0001
H (-30.59, -10.39, 29.43)  0.0020
H (-30.31, -9.74, 31.12)  0.0008
H (-30.33, -15.87, 29.15)  0.0000
H (-30.97, -14.47, 27.24)  0.0000
H (-22.83, -16.63, 25.51)  0.0012

---

3.
Molecular formula: C7H7N3O
Method: DFT, ωB97M-V with the def2-TZVPD basis set

- F_max: 0.10997 Eh/bohr
- Charge: 0
- Structure (SMILES): N#CC(=O)c1cccnc1.N
- HOMO level: -0.3703 hartree
- E_LUMO: -1.2 eV

Each line ends with the natural charge from an NBO analysis.
Element x y z (Å)
O (1.19, 1.03, -2.11)  -0.4438
N (-1.70, 2.55, -1.17)  -0.2126
N (-2.11, -0.33, -1.64)  -1.0582
N (1.96, -1.62, 0.88)  -0.4193
C (0.05, 0.34, 1.23)  -0.1519
C (0.41, -0.49, 2.28)  -0.2470
C (0.43, 1.04, -1.19)  0.4738
C (-0.78, 1.83, -1.15)  0.1505
C (1.40, -1.50, 2.04)  0.0826
C (1.61, -0.83, -0.10)  0.0916
C (0.77, 0.23, 0.04)  -0.1930
H (1.70, -2.24, 2.87)  0.2040
H (-0.12, -0.50, 3.21)  0.2245
H (-0.48, 1.29, 1.43)  0.2304
H (-1.91, 0.57, -1.00)  0.3560
H (-1.63, -0.25, -2.62)  0.3508
H (-2.96, -0.20, -1.97)  0.3458
H (2.20, -0.92, -1.04)  0.2158

---

4.
Molecular formula: C5H10N2
Method: DFT, ωB97M-V with the def2-TZVPD basis set

- F_max: 0.13142 Eh/bohr
- Charge: 0
- HOMO level: -0.3254 hartree
- E_LUMO: 1.0 eV

Each line ends with the natural charge from an NBO analysis.
Element x y z (Å)
N (-0.02, -1.70, -0.71)  -0.6055
N (-0.81, 1.39, 1.39)  -0.8482
C (-0.54, -1.22, 0.58)  -0.2511
C (1.25, 0.04, 0.14)  -0.4288
C (-0.39, 0.55, -1.09)  -0.4403
C (0.63, -0.39, -1.11)  -0.1071
C (-0.30, 0.30, 0.52)  0.1472
H (-1.45, 0.60, -1.54)  0.2240
H (1.82, 1.12, 0.28)  0.1977
H (-0.09, -1.46, 1.59)  0.1954
H (-0.76, -1.85, -1.40)  0.3598
H (-1.73, -1.42, 0.68)  0.1882
H (-0.44, 2.39, 1.00)  0.3833
H (0.28, 1.44, -1.49)  0.2060
H (1.31, -0.42, -1.98)  0.2021
H (1.82, -0.56, 0.77)  0.2097
H (-0.57, 1.20, 2.37)  0.3674